Below is a cluster of 12 separate species, C30H74F3N6O16 in total in a non-equilibrium geometry, with properties calculated with ωB97M-V/def2-TZVPD.

frontier orbital gap: 7.73 eV
HOMO energy: -6.2 eV
net charge: -1
multiplicity: 1

Geometry (Å):
H  -5.456  1.959  3.077
O  4.997  1.815  -4.895
H  -2.339  -6.499  0.889
H  -0.891  -4.451  1.284
F  2.648  2.395  -0.646
H  -1.419  0.105  1.417
C  3.487  -2.967  1.758
H  -4.081  -0.850  -0.695
O  0.227  0.160  6.508
C  4.612  1.044  -4.022
O  -0.191  5.653  3.904
H  5.156  3.245  1.647
O  0.113  -3.693  4.070
H  -2.261  5.021  2.884
H  6.638  1.514  2.797
H  3.107  0.017  -5.140
H  -1.917  -1.128  3.167
H  -2.252  -1.300  -3.364
H  0.349  -2.266  2.722
C  0.941  -3.814  -6.495
H  -2.633  1.232  -2.586
H  0.082  -2.321  -4.652
H  -5.443  0.031  -0.404
H  -0.778  0.045  -5.856
C  0.312  0.760  5.422
H  -1.409  -5.817  -0.539
H  -1.454  -2.822  -5.245
C  3.167  -2.819  0.332
C  -0.857  1.528  4.772
F  0.928  1.510  -1.364
H  4.790  0.410  -2.166
H  1.741  4.460  2.073
H  -0.327  -4.285  3.456
H  -0.797  -2.375  0.583
H  0.519  1.874  1.024
H  5.797  3.712  3.152
N  1.480  0.824  4.885
H  2.141  4.010  -5.803
O  3.808  3.280  3.084
H  1.382  -4.360  -7.329
H  -1.617  0.862  4.364
H  -3.007  2.884  1.559
C  -1.183  -1.527  0.017
C  -1.706  -0.465  -3.804
H  -1.355  2.188  5.481
C  1.842  1.341  -0.498
H  3.290  -2.191  3.702
C  -2.240  1.006  -3.577
N  3.056  -2.125  2.721
H  -6.705  -1.947  2.461
N  -1.472  4.882  2.269
H  0.993  5.996  1.526
H  2.466  0.630  -3.540
H  3.528  -0.771  -3.751
C  -0.648  -2.114  -5.434
C  0.811  4.954  1.792
C  -1.702  -2.083  3.645
H  -1.544  1.809  -3.821
C  1.236  1.071  0.858
H  0.318  -1.643  4.381
C  5.564  1.547  2.980
H  -3.136  -3.076  2.818
O  4.932  0.814  1.870
H  0.139  3.185  -3.171
C  -0.837  -0.197  0.547
C  -0.324  5.151  2.781
H  1.741  3.098  -3.895
H  -0.821  -0.469  -3.167
H  1.149  4.490  -2.745
H  0.315  -4.601  -6.076
H  3.146  2.737  2.650
H  2.185  0.230  5.299
H  3.808  -3.521  -0.202
H  -7.327  -1.457  0.921
C  -0.578  -5.483  1.441
C  0.202  -2.514  -6.770
H  -5.571  -1.509  -1.186
H  -2.088  -2.006  4.661
H  -2.257  -0.743  -5.979
H  1.839  -3.716  -5.885
O  4.102  -4.031  2.034
H  -4.308  4.052  1.783
H  -0.370  -2.674  -7.683
H  -0.859  -1.692  -1.011
C  3.320  0.242  -4.095
H  3.990  0.991  1.927
F  2.679  0.333  -0.911
H  5.939  1.653  -2.613
H  0.463  4.687  0.794
C  -5.102  -1.002  -0.343
O  -2.179  -3.146  2.820
H  -2.975  1.251  -4.345
H  0.831  4.938  -6.690
C  -1.371  -6.354  0.408
O  -0.839  -6.022  2.772
O  -0.667  4.802  -5.041
O  -3.886  2.615  4.007
C  5.111  2.992  2.706
H  0.171  -7.287  -0.249
H  -4.442  3.289  4.404
O  -0.642  -7.549  0.190
H  -4.702  3.232  -0.340
H  -2.268  -1.625  0.048
C  -4.440  2.213  2.774
H  -1.615  -5.531  3.051
C  -0.162  -2.328  3.683
O  -4.310  -1.961  1.637
H  0.977  -1.767  -6.944
H  5.337  1.129  3.961
N  5.096  1.131  -2.804
O  0.555  -0.223  0.922
H  2.128  -2.976  0.044
H  -0.448  2.096  3.935
H  1.699  1.212  3.979
N  1.321  4.596  -5.876
H  -3.858  1.295  2.694
N  -6.533  -1.605  1.527
C  -4.090  3.011  1.546
H  3.449  -1.848  -0.075
H  2.586  -1.279  2.435
O  -4.678  2.578  0.363
C  0.965  3.784  -3.555
H  0.495  -5.532  1.258
C  0.539  4.515  -4.866
C  -5.288  -1.537  1.049
H  -1.612  4.744  1.278
C  -1.369  -0.717  -5.348
H  -1.149  0.558  -0.174
O  2.047  1.190  1.983

Atoms 1-3, force components in eV/Å:
H -0.550 0.074 -1.321
O -0.004 -0.748 -0.680
H -0.056 -0.563 -0.543